Record 1
DFT (ωB97M-V/def2-TZVPD) results for 7 unconnected molecules or ions with the total composition C31H66N7O9 in a non-equilibrium geometry.

Last column: Löwdin charge in e.
CARTESIAN COORDINATES (ANGSTROEM)
1 C -5.2232 -2.9796 2.3656  -0.05
2 C -3.9166 -2.0570 2.6728  -0.42
3 C -4.2306 -0.6636 1.8969  -0.04
4 C -2.6828 -2.8344 2.0265  -0.09
5 C -1.2364 -2.3733 2.5266  -0.27
6 C -0.6240 -1.1022 1.7738  -0.17
7 C -0.1268 -1.4130 0.2558  -0.15
8 C 0.5683 -0.0254 -0.2410  -0.08
9 C -0.5912 0.9839 -0.6539  -0.39
10 O -0.3848 2.2187 -0.4976  0.02
11 O -1.8691 0.6191 -1.1504  0.03
12 C -1.2904 -2.2509 4.1240  -0.10
13 C -2.5524 -1.4419 4.6660  -0.42
14 C -2.5806 -1.6990 6.2732  -0.06
15 C -2.3120 0.1517 4.5087  -0.03
16 N -3.8695 -1.9133 4.1558  -0.14
17 O -4.8718 -1.2202 4.6310  -0.03
18 H -5.1129 -3.5415 1.3789  0.08
19 H -6.1936 -2.3988 2.4649  0.08
20 H -5.2072 -3.7847 3.1873  0.09
21 H -3.3794 0.0838 1.9620  0.06
22 H -5.1656 -0.1476 2.3215  0.09
23 H -4.5079 -0.9620 0.8274  0.08
24 H -2.8190 -3.9456 2.3024  0.13
25 H -2.7552 -2.7862 0.8898  0.11
26 H -0.5247 -3.2527 2.2985  0.14
27 H -1.2662 -0.1644 1.8101  0.10
28 H 0.3476 -0.8381 2.3403  0.12
29 H -0.9753 -1.6965 -0.4420  0.10
30 H 0.6755 -2.2150 0.3646  0.12
31 H 1.0754 0.4048 0.6850  0.10
32 H 1.3436 -0.2120 -1.0511  0.12
33 H -1.9840 1.1703 -1.9620  0.10
34 H -1.3992 -3.3252 4.5277  0.13
35 H -0.2976 -1.8308 4.5223  0.11
36 H -3.4399 -1.1184 6.7531  0.09
37 H -2.6144 -2.8186 6.5028  0.09
38 H -1.6101 -1.2611 6.6687  0.06
39 H -1.3237 0.3758 3.9630  0.08
40 H -3.1930 0.7038 4.0521  0.08
41 H -2.1690 0.6062 5.5575  0.09
42 C -3.9405 -2.1173 -2.2338  -0.34
43 O -4.1203 -2.8561 -1.2853  -0.01
44 N -3.3001 -2.4581 -3.3881  -0.19
45 C -3.1203 -1.5188 -4.4785  -0.05
46 C -2.7815 -3.8045 -3.5294  -0.05
47 H -4.2964 -1.0746 -2.2265  0.13
48 H -3.6052 -1.9168 -5.3739  0.09
49 H -2.0508 -1.3929 -4.6665  0.09
50 H -3.5572 -0.5502 -4.2352  0.06
51 H -3.6041 -4.5178 -3.4350  0.09
52 H -2.0595 -3.9967 -2.7318  0.09
53 H -2.2983 -3.9282 -4.4988  0.09
54 C 1.8032 -1.8078 6.4039  -0.33
55 O 0.6647 -1.9456 6.8118  0.00
56 N 2.8997 -2.4387 6.9071  -0.20
57 C 4.2267 -2.2227 6.3661  -0.06
58 C 2.7336 -3.3549 8.0186  -0.05
59 H 2.0392 -1.1351 5.5631  0.13
60 H 4.6251 -3.1754 6.0083  0.09
61 H 4.8734 -1.8297 7.1546  0.09
62 H 4.2005 -1.5128 5.5383  0.08
63 H 2.0510 -4.1558 7.7245  0.09
64 H 2.2979 -2.8177 8.8644  0.09
65 H 3.6942 -3.7804 8.3100  0.09
66 C 3.9529 1.5501 1.7387  -0.35
67 O 4.6512 0.7639 2.3522  0.00
68 N 3.8552 2.8831 1.9963  -0.20
69 C 2.9980 3.7558 1.2176  -0.05
70 C 4.6323 3.4468 3.0828  -0.05
71 H 3.3226 1.2262 0.8947  0.12
72 H 3.6093 4.5339 0.7531  0.09
73 H 2.2622 4.2170 1.8808  0.09
74 H 2.4761 3.1982 0.4384  0.08
75 H 5.6938 3.2676 2.8955  0.09
76 H 4.3543 2.9527 4.0169  0.09
77 H 4.4506 4.5185 3.1667  0.09
78 C 3.2587 -0.7930 -3.4642  -0.36
79 O 2.2824 -1.2566 -4.0233  0.01
80 N 3.7246 0.4777 -3.6173  -0.20
81 C 4.8971 0.9558 -2.9136  -0.06
82 C 3.0248 1.3807 -4.5130  -0.05
83 H 3.8618 -1.3934 -2.7633  0.13
84 H 4.6160 1.8095 -2.2913  0.09
85 H 5.6485 1.2681 -3.6434  0.08
86 H 5.3180 0.1743 -2.2793  0.08
87 H 1.9920 1.4923 -4.1739  0.09
88 H 3.0185 0.9543 -5.5171  0.07
89 H 3.5115 2.3556 -4.5324  0.08
90 C 4.2398 3.4325 -8.0074  -0.34
91 O 3.4364 3.4430 -7.0932  0.01
92 N 5.1519 2.4478 -8.2450  -0.20
93 C 6.0770 2.5102 -9.3585  -0.06
94 C 5.1986 1.3029 -7.3574  -0.04
95 H 4.2905 4.2533 -8.7406  0.13
96 H 5.9152 1.6443 -10.0054  0.09
97 H 7.0998 2.4924 -8.9738  0.09
98 H 5.9291 3.4220 -9.9383  0.08
99 H 4.2278 0.8020 -7.3667  0.09
100 H 5.4054 1.6454 -6.3404  0.08
101 H 5.9740 0.6050 -7.6740  0.09
102 C -4.1229 2.8220 -3.0637  -0.33
103 O -4.0270 1.6719 -3.4611  -0.01
104 N -5.0167 3.2614 -2.1395  -0.19
105 C -5.0679 4.6466 -1.7177  -0.06
106 C -5.9482 2.3137 -1.5572  -0.03
107 H -3.4634 3.6195 -3.4413  0.14
108 H -4.8871 4.6980 -0.6414  0.09
109 H -6.0584 5.0507 -1.9414  0.09
110 H -4.3141 5.2408 -2.2356  0.09
111 H -5.3870 1.5191 -1.0591  0.09
112 H -6.5520 1.8695 -2.3522  0.10
113 H -6.5984 2.8101 -0.8368  0.09

Cartesian forces, eV/Å:
0.80 -0.68 0.96
-2.09 -0.61 -2.44
-0.35 -0.23 0.33
0.25 -0.27 0.47
-0.21 -0.34 0.04
0.77 -0.50 -0.08
0.44 1.11 1.18
-1.67 -1.44 0.65
0.72 4.15 0.37
-0.43 -3.96 -0.66
2.53 -0.34 -0.19
-0.44 -0.73 -0.73
1.62 0.56 2.77
0.36 0.44 -0.52
0.30 0.34 0.52
0.49 2.33 -1.06
0.95 -1.29 -0.30
-0.27 1.14 1.12
1.30 -0.72 -0.30
-0.22 1.09 -1.16
-1.00 -1.01 -0.42
1.41 -0.93 -0.33
0.78 0.51 1.34
0.28 1.59 -0.32
-0.11 0.08 1.49
-0.93 1.34 0.26
0.58 -1.31 -0.12
-1.39 -0.30 -0.73
1.14 0.15 0.89
-1.18 0.87 -0.50
-0.64 -0.23 -1.49
-1.27 0.50 0.70
-0.27 -0.28 0.88
0.27 1.54 -0.55
-1.76 -0.45 -0.38
1.04 -1.04 -0.78
-0.11 1.58 -0.25
-1.18 -0.80 -0.39
-1.69 -0.35 0.58
1.20 -0.82 0.41
-0.29 -0.75 -1.55
0.28 0.20 -0.68
0.11 -0.31 0.09
-0.41 0.34 0.60
0.03 -0.18 0.09
-0.13 -0.02 0.31
0.06 0.04 -0.15
0.09 0.14 -0.08
-0.06 0.10 -0.14
0.02 -0.09 0.06
0.16 -0.09 0.00
-0.02 -0.16 -0.10
-0.06 0.12 0.09
0.33 -0.22 0.22
0.34 -0.10 0.12
-0.41 0.45 -0.43
-0.11 -0.14 0.18
-0.32 0.07 -0.02
0.12 -0.01 -0.03
0.16 0.12 -0.04
0.13 -0.01 -0.15
-0.07 -0.06 0.07
0.04 -0.01 0.18
0.01 -0.18 0.03
-0.05 0.10 -0.11
0.00 0.43 0.12
-0.03 0.20 0.06
-0.10 -0.67 -0.34
0.16 0.02 0.18
0.10 -0.30 0.04
-0.05 0.10 -0.05
-0.17 0.06 -0.05
-0.06 0.07 -0.19
0.02 -0.01 0.11
-0.03 0.07 0.17
0.14 0.12 0.03
-0.05 -0.12 -0.09
0.13 0.38 -0.07
0.07 0.23 0.02
-0.06 -0.74 0.28
-0.23 0.06 -0.18
-0.21 -0.21 0.00
0.09 0.05 0.04
0.21 0.01 0.03
0.11 0.06 0.18
-0.09 0.02 -0.07
0.03 0.09 -0.15
-0.14 0.22 0.05
-0.01 -0.15 -0.01
0.20 -0.29 -0.01
0.26 -0.21 -0.07
-0.39 0.66 -0.07
-0.05 -0.19 0.21
-0.22 0.14 0.10
0.07 -0.03 -0.06
0.15 0.09 -0.10
0.04 0.01 -0.20
-0.05 -0.06 0.10
0.13 -0.09 0.10
-0.02 -0.17 0.00
-0.06 0.13 -0.04
-0.40 0.36 0.43
0.00 -0.05 0.23
0.64 -0.10 -0.65
-0.13 -0.19 0.08
0.12 -0.27 -0.15
-0.03 0.06 0.04
-0.02 0.18 -0.05
0.09 0.15 0.08
-0.04 -0.12 0.01
-0.16 -0.02 0.02
-0.03 -0.06 0.15
0.13 0.03 -0.09

The spin multiplicity is 2. The net charge is 0. As for the calculated total energy: -62071.9775 eV. Its expectation value of S² is 0.754. The value obtained for the HOMO-LUMO gap (spin up / spin down) is 0.309 / 0.340 hartree.

=====

Record 2
DFT (ωB97M-V/def2-TZVPD) results for a gas-phase ion, C4H7N2 (charge +1) in a non-equilibrium geometry.

Last column: Löwdin charge in e.
CARTESIAN COORDINATES (ANGSTROEM)
1 C -1.6991 -0.2252 -0.8622  0.00
2 C -0.4360 -0.0914 -0.1027  -0.24
3 C 0.0614 -0.6368 1.0326  0.01
4 N 1.3270 -0.1452 1.2213  0.12
5 C 1.6073 0.7354 0.2606  -0.04
6 N 0.5707 0.7562 -0.5605  0.16
7 H -2.4909 -0.6429 -0.2387  0.10
8 H -1.6339 -0.9641 -1.6702  0.10
9 H -1.9992 0.7560 -1.2244  0.10
10 H -0.4385 -1.3686 1.6384  0.15
11 H 2.0361 -0.5435 1.8205  0.19
12 H 2.6276 1.0048 0.0499  0.17
13 H 0.4675 1.3652 -1.3646  0.19

Cartesian forces, eV/Å:
-0.46 -0.56 0.23
0.54 0.52 -0.22
-0.70 -0.53 -0.27
0.08 0.14 -0.22
0.65 -1.40 -0.06
-0.50 0.38 -0.10
0.05 0.34 0.20
0.34 0.44 -0.11
-0.20 -0.14 -0.19
0.29 -0.02 0.36
-0.16 0.19 0.28
-0.12 0.76 0.00
0.19 -0.13 0.09

Its SMILES is Cc1c[nH]c[nH+]1. The net charge is +1. For the energy above the lowest of the compared OMol25 structures with the same formula, charge and spin, the calculation gives 19.77 kJ/mol. As for the calculated total energy: -7235.5333 eV. The value obtained for the HOMO-LUMO gap is 0.400 hartree.

=====

Record 3
DFT (ωB97M-V/def2-TZVPD) results for a molecular structure, C4H3N3O in a non-equilibrium geometry.

Last column: Löwdin charge in e.
CARTESIAN COORDINATES (ANGSTROEM)
1 C 1.3822 -1.4417 0.0921  0.01
2 C -0.4748 -0.6656 0.0106  -0.31
3 C -0.0619 1.8489 -0.2023  -0.23
4 C 0.7596 -0.0487 -0.2758  -0.27
5 H 1.7479 -1.3252 1.1201  0.10
6 H 2.4955 -1.7836 -0.7233  0.23
7 H -0.0888 2.8166 -0.5957  0.09
8 N -1.6229 -0.0078 0.4239  0.16
9 N -1.2862 1.4708 0.1776  0.06
10 N 1.0660 1.1506 -0.3213  0.16
11 O -0.1104 -2.0201 0.0612  0.00

Cartesian forces, eV/Å:
2.40 0.83 -2.96
-4.38 1.06 1.29
-3.74 -0.12 0.30
0.24 -5.59 1.60
-0.29 -0.74 -0.23
-4.12 0.30 2.47
0.32 1.74 0.09
5.34 1.24 -1.99
0.22 -2.74 -0.17
1.62 1.42 -0.40
2.40 2.61 0.01

The net charge is 0. For the energy above the lowest of the compared OMol25 structures with the same formula, charge and spin, the calculation gives 493.93 kJ/mol. As for the calculated total energy: -10708.5316 eV. The value obtained for the HOMO-LUMO gap is 0.349 hartree.